1.
This record from OMol25 describes a 2-piece molecular cluster, C5H14N2S overall. The level of theory is ωB97M-V/def2-TZVPD.

Max |F|   0.8 eV/Å
Structure (SMILES)   N/C=C/N.CCCS
Kohn-Sham gap   9.463 eV

```
22
Properties=species:S:1:pos:R:3:nbo_charge:R:1
N 1.889 -1.209 0.469 -0.867
C 2.041 0.116 -0.024 -0.035
C 2.526 1.089 0.733 -0.063
N 2.596 2.416 0.198 -0.852
H 2.018 -1.960 -0.191 0.366
H 1.018 -1.322 0.970 0.376
H 1.732 0.292 -1.050 0.176
H 2.878 0.906 1.741 0.178
H 3.543 2.710 0.031 0.360
H 2.212 3.071 0.860 0.357
C -2.063 -0.280 -1.917 -0.600
C -1.727 0.140 -0.497 -0.423
C -1.886 -1.011 0.471 -0.487
S -1.541 -0.422 2.181 -0.067
H -2.059 0.561 -2.610 0.217
H -3.053 -0.740 -1.975 0.202
H -1.356 -1.031 -2.277 0.202
H -0.716 0.553 -0.482 0.217
H -2.371 0.956 -0.157 0.205
H -1.215 -1.840 0.252 0.205
H -2.905 -1.384 0.480 0.210
H -1.562 -1.611 2.793 0.122
```

***

2.
This record from OMol25 describes a 20-piece molecular cluster, H40O20 overall at a distorted geometry. The level of theory is ωB97M-V/def2-TZVPD.

Max |F|   5.1 eV/Å
Kohn-Sham gap   10.171 eV

```
60
Properties=species:S:1:pos:R:3:nbo_charge:R:1
O 2.991 1.282 -5.203 -0.948
H 2.302 1.835 -4.808 0.458
H 2.385 0.509 -5.336 0.489
O -1.853 -2.794 3.701 -0.951
H -2.176 -3.335 2.980 0.476
H -1.651 -1.959 3.282 0.477
O -2.611 -1.537 1.268 -0.940
H -1.823 -1.618 0.686 0.455
H -3.198 -2.234 0.963 0.486
O -2.503 1.664 -3.887 -0.970
H -3.406 1.683 -3.604 0.473
H -1.922 1.973 -3.214 0.494
O -4.342 -1.403 -1.367 -0.941
H -3.447 -1.590 -1.683 0.469
H -4.484 -0.463 -1.383 0.473
O 2.920 -0.006 0.537 -0.943
H 3.510 0.635 0.066 0.503
H 3.359 -0.768 0.142 0.438
O 0.262 1.890 1.948 -1.012
H 0.136 0.951 2.096 0.485
H 0.554 2.418 2.746 0.512
O 0.553 -1.070 -1.602 -0.955
H 1.378 -0.709 -1.167 0.492
H 0.150 -1.480 -0.826 0.477
O 2.236 -4.361 0.454 -0.966
H 1.873 -4.790 1.250 0.491
H 3.065 -4.084 0.774 0.465
O 5.024 0.288 -1.283 -1.004
H 5.440 0.894 -1.897 0.490
H 5.775 -0.230 -0.880 0.505
O -1.757 3.621 0.748 -0.959
H -1.201 3.277 0.017 0.468
H -1.103 3.215 1.366 0.479
O 5.604 -1.451 0.576 -0.899
H 5.120 -0.755 1.095 0.475
H 4.739 -1.595 0.153 0.440
O 0.454 3.823 3.747 -0.967
H -0.053 4.382 4.331 0.505
H 0.664 4.343 2.912 0.488
O -0.433 1.366 -2.050 -0.930
H 0.432 1.415 -1.603 0.470
H -0.779 0.911 -1.277 0.464
O -0.968 -4.482 1.127 -0.951
H -1.426 -4.520 0.275 0.462
H -0.130 -4.831 0.786 0.487
O -4.756 2.381 0.296 -0.936
H -4.099 2.712 0.928 0.487
H -4.377 1.750 -0.203 0.448
O 0.687 -0.797 -4.264 -0.983
H -0.215 -0.541 -4.500 0.476
H 0.706 -0.788 -3.294 0.491
O -2.262 4.176 -3.071 -0.980
H -1.822 3.870 -3.868 0.495
H -2.076 5.042 -2.727 0.485
O -1.067 1.803 5.165 -0.921
H -0.449 1.419 4.561 0.457
H -1.641 2.267 4.531 0.465
O 0.900 -4.599 2.927 -0.971
H 0.507 -5.169 3.577 0.482
H 0.303 -3.834 2.984 0.498
```

***

3.
This record from OMol25 describes C12H13N2 as an isolated structure at a distorted geometry. The level of theory is ωB97M-V/def2-TZVPD.

Max |F|   3.3 eV/Å
Kohn-Sham gap (spin up / spin down)   6.660 / 6.660 eV
Charge   +1

```
27
Properties=species:S:1:pos:R:3:nbo_charge:R:1
C -4.296 0.976 1.373 -0.185
C -4.347 1.470 0.109 -0.205
C -3.334 0.140 1.870 -0.246
C -3.444 1.121 -0.896 -0.179
C -2.347 -0.089 0.939 0.057
C -2.451 0.373 -0.428 -0.093
C -0.316 -1.787 1.269 -0.134
C 0.872 -1.906 0.652 -0.210
C -1.270 -1.080 0.531 -0.081
C -1.394 -0.679 -0.766 -0.101
C 1.392 -0.970 -0.287 -0.307
C 2.473 -0.816 -0.970 0.421
N 3.547 -0.448 -1.497 -0.687
N 5.626 1.041 -0.660 -1.040
H -4.984 1.286 2.134 0.219
H -4.972 2.210 -0.221 0.216
H -3.518 -0.249 2.906 0.237
H -3.602 1.436 -1.969 0.231
H -0.457 -2.241 2.188 0.240
H 1.541 -2.635 0.902 0.218
H -1.128 -1.109 -1.711 0.224
H 0.835 0.024 -0.352 0.306
H 4.454 0.119 -0.949 0.463
H 3.351 -0.481 -2.498 0.421
H 5.440 2.044 -0.961 0.400
H 6.563 0.825 -1.011 0.410
H 5.767 1.425 0.302 0.404
```

***

4.
This record from OMol25 describes an isolated molecule of C27H29N7O3 at a distorted geometry. The level of theory is ωB97M-V/def2-TZVPD.

Max |F|   1.4 eV/Å
Structure (SMILES)   COc1cccc(N2CCN(c3ccc4nnc(CCC(=O)Nc5cccc(C(C)=O)c5)n4n3)CC2)c1
Kohn-Sham gap   7.783 eV

```
66
Properties=species:S:1:pos:R:3:nbo_charge:R:1
C -8.808 -2.736 -1.840 -0.253
O -7.521 -2.335 -1.439 -0.511
C -7.404 -1.257 -0.612 0.414
C -8.465 -0.500 -0.135 -0.372
C -8.193 0.571 0.703 -0.160
C -6.904 0.895 1.062 -0.317
C -5.821 0.150 0.576 0.277
N -4.530 0.461 0.999 -0.456
C -4.094 1.838 0.984 -0.219
C -3.442 2.188 -0.370 -0.226
N -2.332 1.297 -0.624 -0.401
C -1.049 1.576 -0.282 0.386
C -0.559 2.931 -0.231 -0.261
C 0.746 3.181 0.038 -0.144
C 1.595 2.077 0.258 0.233
N 2.875 1.956 0.540 -0.259
N 3.138 0.656 0.628 -0.317
C 2.046 -0.045 0.403 0.334
C 1.892 -1.522 0.402 -0.450
C 2.765 -2.240 1.443 -0.485
C 4.171 -2.571 0.936 0.682
O 4.541 -3.718 0.797 -0.616
N 4.910 -1.464 0.690 -0.663
C 6.215 -1.367 0.212 0.231
C 7.034 -2.471 -0.017 -0.248
C 8.322 -2.280 -0.487 -0.199
C 8.803 -1.009 -0.731 -0.177
C 7.993 0.106 -0.503 -0.160
C 8.561 1.449 -0.780 0.577
C 7.697 2.642 -0.447 -0.718
O 9.670 1.584 -1.249 -0.541
C 6.699 -0.083 -0.031 -0.231
N 1.028 0.818 0.165 -0.146
N -0.252 0.545 -0.081 -0.334
C -2.769 -0.088 -0.638 -0.245
C -3.427 -0.426 0.709 -0.229
C -6.096 -0.926 -0.262 -0.389
H -9.426 -3.021 -0.982 0.177
H -8.661 -3.604 -2.481 0.201
H -9.316 -1.949 -2.408 0.176
H -9.485 -0.728 -0.393 0.220
H -9.013 1.157 1.090 0.214
H -6.738 1.713 1.746 0.210
H -3.356 1.980 1.783 0.196
H -4.934 2.508 1.160 0.218
H -4.178 2.043 -1.168 0.210
H -3.129 3.229 -0.374 0.208
H -1.228 3.750 -0.432 0.225
H 1.154 4.177 0.081 0.244
H 0.836 -1.728 0.596 0.242
H 2.123 -1.910 -0.595 0.239
H 2.297 -3.190 1.704 0.239
H 2.846 -1.631 2.345 0.226
H 4.429 -0.562 0.793 0.436
H 6.655 -3.461 0.172 0.255
H 8.953 -3.138 -0.664 0.214
H 9.805 -0.850 -1.098 0.233
H 7.429 2.630 0.607 0.231
H 8.245 3.554 -0.671 0.235
H 6.782 2.618 -1.035 0.232
H 6.042 0.753 0.152 0.219
H -1.907 -0.726 -0.822 0.247
H -3.495 -0.198 -1.449 0.205
H -3.766 -1.460 0.733 0.221
H -2.679 -0.293 1.499 0.205
H -5.320 -1.546 -0.677 0.218
```

***

5.
This record from OMol25 describes C4H10N4 as an isolated structure at a distorted geometry. The level of theory is ωB97M-V/def2-TZVPD.

Max |F|   3.8 eV/Å
Kohn-Sham gap   8.364 eV

```
18
Properties=species:S:1:pos:R:3:nbo_charge:R:1
C -0.664 -1.340 0.283 -0.293
C -1.534 1.203 0.354 -0.654
C 1.057 -0.170 -0.098 0.386
C -0.674 0.103 -0.177 0.052
N 1.552 -0.103 1.240 -0.854
N 1.904 0.476 -0.987 -0.852
N 0.516 -1.390 -0.649 -0.186
N -0.677 -0.203 -1.603 -0.523
H 0.926 -0.316 2.002 0.381
H 2.475 -0.504 1.365 0.380
H 1.520 0.555 -1.923 0.408
H 2.466 1.239 -0.640 0.388
H -1.620 -0.465 -1.931 0.339
H -0.455 -1.600 1.326 0.178
H -1.506 -1.951 -0.050 0.192
H -2.579 0.881 0.426 0.211
H -1.489 2.081 -0.294 0.224
H -1.218 1.504 1.357 0.223
```

***

6.
This record from OMol25 describes a 5-piece molecular cluster, C22H33F3NO13 overall at a distorted geometry. The level of theory is ωB97M-V/def2-TZVPD.

Max |F|   1.7 eV/Å
Kohn-Sham gap   9.240 eV
Charge   +1

```
72
Properties=species:S:1:pos:R:3:lowdin_charge:R:1
O -0.612 3.055 3.339 0.087
C -0.876 1.932 2.990 -0.183
C 0.037 1.098 2.093 -0.057
N 1.409 0.927 2.701 0.091
C 2.514 1.707 2.060 -0.103
C 2.337 3.228 2.040 -0.077
C 1.499 3.796 0.923 -0.209
F 0.511 4.636 1.307 0.068
C 1.675 3.594 -0.399 -0.302
F 1.735 4.520 -1.323 0.175
F 1.769 2.387 -0.951 0.128
H -1.790 1.423 3.317 0.120
H -0.412 0.109 2.012 0.085
H 0.122 1.490 1.080 0.139
H 1.354 1.118 3.702 0.187
H 1.646 -0.061 2.588 0.179
H 3.419 1.483 2.629 0.139
H 2.681 1.309 1.060 0.132
H 1.980 3.626 2.992 0.133
H 3.350 3.618 1.908 0.134
C 5.229 0.350 -4.624 -0.016
C 4.158 -0.407 -3.887 -0.316
C 3.553 0.305 -2.697 -0.105
O 3.153 -0.784 -1.857 0.052
C 3.973 -1.829 -2.130 -0.563
O 4.038 -2.815 -1.468 0.155
O 4.691 -1.587 -3.243 0.098
H 5.663 -0.266 -5.409 0.093
H 4.812 1.249 -5.077 0.095
H 6.035 0.634 -3.946 0.093
H 3.377 -0.735 -4.577 0.162
H 2.698 0.928 -2.942 0.130
H 4.297 0.900 -2.159 0.138
C -1.786 4.738 -0.569 -0.020
C -3.096 4.230 -1.118 -0.328
C -3.464 4.725 -2.502 -0.095
O -4.893 4.683 -2.462 0.065
C -5.276 4.852 -1.171 -0.558
O -6.381 5.073 -0.812 0.182
O -4.201 4.727 -0.347 0.083
H -1.652 4.403 0.456 0.072
H -0.956 4.375 -1.178 0.079
H -1.767 5.828 -0.560 0.103
H -3.130 3.137 -1.078 0.157
H -3.089 4.100 -3.308 0.138
H -3.150 5.759 -2.665 0.141
C 2.474 -6.152 0.224 -0.011
C 1.214 -5.339 0.100 -0.312
C 1.046 -4.596 -1.207 -0.074
O 0.248 -3.465 -0.808 0.074
C 0.522 -3.220 0.487 -0.571
O 0.199 -2.228 1.072 0.131
O 1.205 -4.236 1.037 0.093
H 2.556 -6.585 1.220 0.090
H 2.475 -6.959 -0.508 0.097
H 3.349 -5.521 0.063 0.091
H 0.334 -5.953 0.312 0.158
H 0.537 -5.168 -1.978 0.143
H 1.997 -4.226 -1.589 0.118
C -5.331 -3.722 1.034 -0.015
C -4.080 -3.299 1.756 -0.313
C -4.238 -3.042 3.239 -0.071
O -3.210 -2.061 3.482 0.083
C -3.016 -1.395 2.334 -0.550
O -2.345 -0.409 2.229 0.108
O -3.625 -1.999 1.309 0.106
H -5.147 -3.804 -0.036 0.091
H -5.671 -4.688 1.404 0.096
H -6.124 -2.987 1.176 0.095
H -3.268 -4.007 1.569 0.158
H -4.082 -3.917 3.862 0.143
H -5.203 -2.590 3.477 0.143
```

***

Question: max |F| of number 5 (C4H10N4)?
Answer: 3.8 eV/Å

***

Copy entry 4 word for word.
This record from OMol25 describes an isolated molecule of C27H29N7O3 at a distorted geometry. The level of theory is ωB97M-V/def2-TZVPD.

Max |F|   1.4 eV/Å
Structure (SMILES)   COc1cccc(N2CCN(c3ccc4nnc(CCC(=O)Nc5cccc(C(C)=O)c5)n4n3)CC2)c1
Kohn-Sham gap   7.783 eV

```
66
Properties=species:S:1:pos:R:3:nbo_charge:R:1
C -8.808 -2.736 -1.840 -0.253
O -7.521 -2.335 -1.439 -0.511
C -7.404 -1.257 -0.612 0.414
C -8.465 -0.500 -0.135 -0.372
C -8.193 0.571 0.703 -0.160
C -6.904 0.895 1.062 -0.317
C -5.821 0.150 0.576 0.277
N -4.530 0.461 0.999 -0.456
C -4.094 1.838 0.984 -0.219
C -3.442 2.188 -0.370 -0.226
N -2.332 1.297 -0.624 -0.401
C -1.049 1.576 -0.282 0.386
C -0.559 2.931 -0.231 -0.261
C 0.746 3.181 0.038 -0.144
C 1.595 2.077 0.258 0.233
N 2.875 1.956 0.540 -0.259
N 3.138 0.656 0.628 -0.317
C 2.046 -0.045 0.403 0.334
C 1.892 -1.522 0.402 -0.450
C 2.765 -2.240 1.443 -0.485
C 4.171 -2.571 0.936 0.682
O 4.541 -3.718 0.797 -0.616
N 4.910 -1.464 0.690 -0.663
C 6.215 -1.367 0.212 0.231
C 7.034 -2.471 -0.017 -0.248
C 8.322 -2.280 -0.487 -0.199
C 8.803 -1.009 -0.731 -0.177
C 7.993 0.106 -0.503 -0.160
C 8.561 1.449 -0.780 0.577
C 7.697 2.642 -0.447 -0.718
O 9.670 1.584 -1.249 -0.541
C 6.699 -0.083 -0.031 -0.231
N 1.028 0.818 0.165 -0.146
N -0.252 0.545 -0.081 -0.334
C -2.769 -0.088 -0.638 -0.245
C -3.427 -0.426 0.709 -0.229
C -6.096 -0.926 -0.262 -0.389
H -9.426 -3.021 -0.982 0.177
H -8.661 -3.604 -2.481 0.201
H -9.316 -1.949 -2.408 0.176
H -9.485 -0.728 -0.393 0.220
H -9.013 1.157 1.090 0.214
H -6.738 1.713 1.746 0.210
H -3.356 1.980 1.783 0.196
H -4.934 2.508 1.160 0.218
H -4.178 2.043 -1.168 0.210
H -3.129 3.229 -0.374 0.208
H -1.228 3.750 -0.432 0.225
H 1.154 4.177 0.081 0.244
H 0.836 -1.728 0.596 0.242
H 2.123 -1.910 -0.595 0.239
H 2.297 -3.190 1.704 0.239
H 2.846 -1.631 2.345 0.226
H 4.429 -0.562 0.793 0.436
H 6.655 -3.461 0.172 0.255
H 8.953 -3.138 -0.664 0.214
H 9.805 -0.850 -1.098 0.233
H 7.429 2.630 0.607 0.231
H 8.245 3.554 -0.671 0.235
H 6.782 2.618 -1.035 0.232
H 6.042 0.753 0.152 0.219
H -1.907 -0.726 -0.822 0.247
H -3.495 -0.198 -1.449 0.205
H -3.766 -1.460 0.733 0.221
H -2.679 -0.293 1.499 0.205
H -5.320 -1.546 -0.677 0.218
```

***

Question: Among the records above, which one has the lowest max |F|?
Answer: C5H14N2S

***

Question: Number 1 is which compound?
Answer: C5H14N2S